1.
49
Properties=species:S:1:pos:R:3:mulliken_charge:R:1 method="wB97M-V/def2-TZVPD" homo_ha=-0.3077 max_force_ev_per_a=0.99 smiles="CCCC[C@@H](CC)C(=O)Oc1ccc(O)c(C(C)(C)C)c1" lumo_ev=0.7
C 5.11 1.73 -3.20 -1.18
C 4.06 2.06 -2.14 -0.57
C 2.64 1.72 -2.58 -0.24
C 2.40 0.22 -2.70 -0.89
H 2.62 -0.27 -1.75 0.20
H 3.06 -0.20 -3.46 0.36
C 0.94 -0.09 -3.08 0.63
C 0.00 0.45 -2.03 -0.14
O -0.91 1.21 -2.25 -0.58
O 0.28 -0.07 -0.82 -0.11
C -0.45 0.29 0.30 -0.56
C -0.81 1.59 0.58 -0.52
C -1.51 1.84 1.75 -1.33
C -1.83 0.82 2.64 1.51
C -1.46 -0.51 2.36 -0.34
C -0.77 -0.74 1.18 0.19
H -0.46 -1.73 0.91 0.61
C -1.80 -1.64 3.33 2.06
C -3.33 -1.72 3.48 -1.66
H -3.79 -1.89 2.51 0.37
H -3.73 -0.80 3.89 0.36
H -3.59 -2.54 4.14 0.45
C -1.30 -3.00 2.84 -2.21
H -1.76 -3.27 1.88 0.41
H -0.22 -3.01 2.73 0.42
H -1.58 -3.76 3.56 0.43
C -1.16 -1.35 4.69 -1.67
H -1.53 -0.43 5.11 0.35
H -0.08 -1.27 4.58 0.37
H -1.37 -2.16 5.38 0.45
O -2.52 1.12 3.78 -0.53
H -2.70 2.07 3.80 0.31
H -1.80 2.85 1.99 0.21
H -0.57 2.39 -0.09 0.47
C 0.68 -1.60 -3.24 -0.70
C 1.34 -2.19 -4.47 -1.35
H 1.02 -1.67 -5.37 0.33
H 2.43 -2.14 -4.41 0.31
H 1.07 -3.24 -4.58 0.41
H -0.40 -1.75 -3.31 0.46
H 1.03 -2.11 -2.34 0.25
H 0.70 0.41 -4.02 0.56
H 1.94 2.13 -1.84 0.15
H 2.43 2.20 -3.53 0.31
H 4.11 3.14 -1.93 0.36
H 4.30 1.53 -1.22 0.33
H 6.09 2.07 -2.88 0.38
H 4.87 2.21 -4.14 0.29
H 5.17 0.66 -3.37 0.29

---

2.
67
Properties=species:S:1:pos:R:3:mulliken_charge:R:1 method="wB97M-V/def2-TZVPD" homo_ha=-0.3767 max_force_ev_per_a=1.47 lumo_ev=-0.9
Ag -0.03 -0.32 -0.44 1.14
As -1.98 -1.51 2.13 2.12
F -3.38 -2.53 2.17 -0.49
F -1.07 -2.84 1.45 -0.50
F -0.51 -0.53 2.04 -0.57
F -2.88 -0.22 2.85 -0.49
F -1.48 -1.99 3.73 -0.52
F -2.34 -0.99 0.50 -0.60
C 3.00 1.27 5.34 -0.46
C 2.27 0.32 4.62 -0.81
C 2.14 0.45 3.25 0.43
C 2.65 1.57 2.61 0.17
C 3.36 2.54 3.31 -0.67
C 3.55 2.35 4.67 -0.43
N 2.33 1.81 1.21 0.70
O 2.65 2.87 0.71 -0.61
O 1.76 0.92 0.59 -0.39
H 3.04 1.22 6.42 0.42
H 1.85 -0.56 5.10 0.46
H 1.41 -0.19 2.77 0.04
H 3.63 3.43 2.76 0.48
H 4.14 3.04 5.26 0.38
C 3.58 -3.55 1.54 -1.50
C 2.48 -2.99 0.68 0.44
O 2.45 -3.77 -0.54 -0.37
C 1.63 -3.32 -1.47 0.56
O 0.88 -2.39 -1.34 -0.26
O 1.80 -4.03 -2.58 -0.37
C 0.77 -3.89 -3.57 -0.31
H 3.35 -4.54 1.94 0.35
H 3.71 -2.86 2.38 0.37
H 4.52 -3.65 1.01 0.36
H 2.66 -1.94 0.44 0.07
H 1.49 -3.05 1.14 0.07
H -0.08 -4.52 -3.31 0.30
H 1.23 -4.10 -4.53 0.26
H 0.42 -2.86 -3.60 -0.07
C -2.62 2.90 2.23 -1.13
C -1.22 3.35 1.78 0.47
O -1.37 3.99 0.50 -0.41
C -1.15 3.27 -0.58 0.75
O -0.64 2.18 -0.67 -0.47
O -1.63 3.95 -1.61 -0.41
C -1.43 3.50 -2.94 -0.18
H -3.42 3.45 1.72 0.37
H -2.75 3.12 3.29 0.37
H -2.85 1.85 2.08 0.19
H -0.49 2.55 1.76 -0.27
H -0.91 4.13 2.48 0.29
H -1.47 2.41 -2.93 -0.20
H -0.47 3.79 -3.39 0.28
H -2.16 3.99 -3.56 0.30
C -4.10 -0.68 -2.20 -0.53
C -3.67 -1.34 -3.49 -0.26
O -2.66 -0.58 -4.22 -0.43
C -1.46 -0.35 -3.72 0.61
O -1.09 -0.56 -2.60 0.19
O -0.70 0.11 -4.70 -0.44
C 0.67 0.33 -4.38 -0.34
H -3.31 -0.57 -1.48 -0.17
H -4.88 -1.31 -1.77 0.38
H -4.51 0.32 -2.40 0.30
H -4.47 -1.31 -4.23 0.25
H -3.29 -2.34 -3.32 0.31
H 1.10 -0.54 -3.89 0.06
H 0.75 1.18 -3.70 0.15
H 1.23 0.55 -5.29 0.28

---

3.
60
Properties=species:S:1:pos:R:3:mulliken_charge:R:1 method="wB97M-V/def2-TZVPD" homo_ha=-0.1671 charge=-1 max_force_ev_per_a=3.90 lumo_ev=1.8
C -5.13 -3.53 -1.09 -1.18
C -3.83 -3.21 -0.24 -0.23
C -3.42 -1.68 -0.28 -0.59
C -2.13 -1.37 0.63 0.17
C -0.96 -2.32 0.14 -1.63
C 0.42 -1.62 -0.04 0.43
C 0.75 -0.67 -1.11 0.92
C -0.39 -0.37 -2.13 -0.55
O -0.21 0.80 -2.93 -0.48
C -0.05 2.00 -2.18 -0.63
C -1.00 2.18 -0.93 -0.37
O -0.19 2.04 0.24 0.03
C -0.93 2.31 1.44 -0.64
C -0.59 3.76 1.96 -0.52
O 0.56 3.83 2.80 -0.41
C 1.77 3.98 2.06 0.22
C 1.94 5.40 1.38 -1.11
C 2.14 -0.13 -1.14 -0.95
C 3.19 -0.45 -0.18 -0.09
B 4.60 0.28 -0.38 0.61
O 5.63 0.17 0.58 -0.59
O 4.78 1.09 -1.56 -0.68
C 2.92 -1.44 0.92 0.52
N 3.79 -1.90 1.89 -0.64
S 2.81 -2.97 2.72 0.03
N 1.34 -2.91 1.98 -0.54
C 1.50 -1.99 0.94 0.53
H -5.85 -2.67 -1.14 0.28
H -4.86 -3.87 -2.14 0.29
H -5.67 -4.39 -0.62 0.34
H -3.02 -3.90 -0.58 0.23
H -4.04 -3.45 0.84 0.31
H -4.30 -1.04 -0.01 0.44
H -3.09 -1.48 -1.35 0.14
H -2.42 -1.55 1.70 0.57
H -1.84 -0.31 0.41 -0.51
H -1.19 -2.86 -0.83 0.33
H -0.81 -3.14 0.89 0.46
H -1.39 -0.42 -1.62 -0.06
H -0.40 -1.24 -2.85 0.44
H -0.29 2.86 -2.89 0.40
H 1.01 2.21 -1.85 0.21
H -1.36 3.26 -0.95 0.43
H -1.92 1.54 -0.94 0.23
H -2.04 2.10 1.36 0.46
H -0.54 1.59 2.22 0.28
H -1.47 4.09 2.60 0.31
H -0.58 4.48 1.09 0.19
H 2.61 3.90 2.81 0.31
H 1.96 3.13 1.34 -0.06
H 3.00 5.55 0.99 0.36
H 1.70 6.26 2.05 0.29
H 1.28 5.46 0.47 0.27
H 2.39 0.60 -1.96 0.85
H 5.34 0.71 1.35 0.29
H 4.38 1.95 -1.35 0.29
N 1.04 -5.15 -1.13 0.95
O 1.96 -4.30 -1.16 -0.62
O -0.13 -4.81 -1.39 -0.62
O 1.30 -6.34 -0.84 -0.69

---

4.
56
Properties=species:S:1:pos:R:3:mulliken_charge:R:1 method="wB97M-V/def2-TZVPD" homo_ha="-0.1443 / -0.1442" max_force_ev_per_a=2.46 lumo_ev="-0.6 / -0.6"
C -0.96 3.23 -2.95 -0.79
C -0.99 2.27 -1.93 0.25
N 0.15 1.93 -1.27 0.35
C 1.29 2.60 -1.54 0.27
C 1.34 3.64 -2.46 -0.84
C 0.21 3.92 -3.20 -0.53
C -2.39 1.91 -1.43 -1.15
P -2.44 0.58 -0.12 0.65
Bi 0.04 0.33 1.07 1.64
P 2.56 0.69 0.11 0.50
C 2.59 2.25 -0.80 -1.12
C -0.08 -1.62 2.20 0.07
C -0.54 -1.61 3.53 -0.17
C -0.59 -2.83 4.26 -0.53
C -0.19 -4.02 3.66 -0.45
C 0.24 -4.04 2.34 -0.54
C 0.29 -2.84 1.60 -0.71
O -2.03 -1.82 -5.45 -0.72
O 1.79 -1.64 -3.27 -0.98
H -1.91 3.45 -3.45 0.41
H 2.27 4.17 -2.58 0.51
H 0.21 4.73 -3.90 0.44
C -3.81 1.49 0.74 -1.52
C -3.12 -1.02 -0.68 -1.21
H 3.42 2.22 -1.52 0.60
H 2.85 3.05 -0.10 0.42
H -3.15 1.82 -2.20 0.65
H -2.80 2.79 -0.88 0.37
C 3.84 0.63 1.39 -1.27
C 3.09 -0.59 -1.05 -1.25
H -0.85 -0.67 4.01 0.27
H -0.95 -2.81 5.28 0.36
H -0.22 -4.94 4.23 0.38
H 0.55 -4.96 1.87 0.41
H 0.62 -2.85 0.55 0.44
H 1.54 -2.54 -2.91 0.31
H 2.49 -1.76 -3.91 0.31
H -2.51 -1.90 -4.56 0.32
H -1.61 -0.91 -5.45 0.31
H -0.10 -4.22 -3.79 -0.36
H -4.58 1.62 -0.04 0.45
H -4.24 0.99 1.62 0.37
H -3.41 2.49 1.00 0.39
H -4.21 -0.99 -0.68 0.40
H -2.73 -1.27 -1.67 0.32
H -2.79 -1.82 0.00 0.32
H 3.99 -0.30 -1.63 0.42
H 3.31 -1.55 -0.53 0.40
H 2.26 -0.76 -1.77 0.32
H 4.81 0.94 0.97 0.42
H 3.56 1.28 2.23 0.33
H 3.92 -0.41 1.75 0.37
F -0.94 2.24 3.28 -0.25
C 0.26 1.99 2.65 0.11
F 0.64 3.20 2.10 -0.25
F 1.16 1.74 3.66 -0.25

---

5.
61
Properties=species:S:1:pos:R:3:mulliken_charge:R:1 method="wB97M-V/def2-TZVPD" homo_ha="-0.3983 / -0.3983" charge=+1 max_force_ev_per_a=1.74 lumo_ev="-3.9 / -3.9"
Co 0.50 0.62 0.58 1.20
C 0.79 2.91 2.46 -1.02
N 1.59 1.92 1.71 -0.32
C 2.58 2.67 0.90 -0.99
C 2.33 1.07 2.69 -1.18
C 2.86 -0.10 1.94 1.02
C 4.00 -0.80 2.30 -0.89
C 4.42 -1.87 1.53 -0.78
C 3.70 -2.23 0.40 -0.95
C 2.55 -1.54 0.04 0.15
C 2.11 -0.48 0.82 0.61
H 1.46 3.56 3.03 0.44
H 0.12 2.41 3.16 0.42
H 0.21 3.51 1.77 0.21
H 3.21 3.26 1.57 0.37
H 2.05 3.33 0.22 0.18
H 3.19 1.98 0.32 0.40
H 1.64 0.77 3.49 0.40
H 3.13 1.66 3.16 0.61
H 4.58 -0.49 3.16 0.48
H 5.32 -2.41 1.80 0.41
H 4.03 -3.06 -0.21 0.46
H 2.04 -1.81 -0.87 0.61
O -1.22 0.11 2.93 -0.23
C -0.51 0.14 2.07 -0.42
C -2.53 -3.67 0.33 -0.93
N -3.41 -2.54 0.01 0.13
C -3.67 -2.54 -1.43 -0.85
N -2.45 -2.51 -2.25 0.15
C -1.61 -3.65 -1.87 -0.92
N -1.30 -3.66 -0.44 0.12
C -0.43 -2.54 -0.10 -1.57
P -1.26 -0.90 -0.42 2.83
C -2.85 -1.27 0.45 -1.22
C -1.75 -1.24 -2.18 -1.24
H -3.07 -4.59 0.12 0.31
H -2.29 -3.64 1.40 0.40
H -4.29 -1.68 -1.69 0.41
H -4.21 -3.45 -1.68 0.30
H -0.69 -3.63 -2.44 0.38
H -2.16 -4.57 -2.10 0.30
H 0.46 -2.61 -0.71 0.23
H -0.13 -2.60 0.95 0.43
H -3.56 -0.47 0.23 0.29
H -2.71 -1.30 1.53 0.42
H -0.85 -1.24 -2.79 0.34
H -2.39 -0.43 -2.52 0.37
O 1.63 2.37 -1.81 -0.64
N 0.88 1.48 -2.19 1.06
O 0.10 1.65 -3.15 -0.79
O 0.86 0.36 -1.58 -0.48
N -0.65 3.98 -2.15 -0.03
C -1.88 3.65 -1.36 -1.01
C -1.65 2.30 -0.67 0.52
O -2.47 1.42 -0.85 -0.55
O -0.58 2.26 0.04 -0.56
H -0.73 4.87 -2.63 0.45
H -0.46 3.21 -2.84 0.31
H 0.17 3.98 -1.54 0.11
H -2.72 3.61 -2.03 0.40
H -2.02 4.43 -0.61 0.32

---

6.
55
Properties=species:S:1:pos:R:3:mulliken_charge:R:1 method="wB97M-V/def2-TZVPD" homo_ha="-0.3979 / -0.3814" charge=+1 max_force_ev_per_a=2.75 lumo_ev="-4.9 / -5.2"
C -0.49 -4.37 0.23 -0.73
C 0.13 -3.07 0.17 0.69
N -0.48 -2.05 0.91 0.20
C -1.32 -2.34 1.91 0.30
C -1.69 -3.67 2.19 -0.65
C -1.33 -4.69 1.30 -0.56
C 1.28 -2.84 -0.65 -1.07
P 2.00 -1.22 -0.93 0.68
Pb 0.55 0.71 0.22 1.22
P -1.89 0.39 2.02 0.61
C -1.77 -1.24 2.84 -0.98
C 0.80 2.99 -0.63 0.41
C 2.10 3.45 -0.46 -0.36
C 2.44 4.75 -0.92 -0.62
C 1.46 5.56 -1.51 -0.49
C 0.17 5.07 -1.68 -0.46
C -0.16 3.77 -1.23 -0.37
O -1.43 -3.75 -3.95 -0.60
O -0.28 0.65 -5.19 -0.64
H -0.21 -5.11 -0.53 0.40
H -2.30 -3.86 3.06 0.46
H -1.67 -5.72 1.46 0.41
C 3.52 -1.62 -0.05 -1.33
C 2.47 -0.83 -2.65 -1.05
H -2.70 -1.51 3.36 0.50
H -1.00 -1.14 3.62 0.46
H -0.80 -3.40 -3.32 0.27
H 1.75 -3.76 -1.07 0.39
C -1.90 1.52 3.47 -1.18
C -3.65 0.36 1.46 -1.29
H 2.89 2.85 0.00 0.38
H 3.45 5.14 -0.79 0.37
H 1.70 6.57 -1.86 0.37
H -0.62 5.67 -2.14 0.39
H -1.18 3.42 -1.38 0.20
H -1.64 1.65 -0.48 -0.48
H -0.48 1.45 -4.59 0.33
H -0.77 -0.05 -4.77 0.30
H -2.18 -3.37 -3.41 0.33
H -2.36 1.58 -0.83 0.28
H 4.02 -2.35 -0.69 0.42
H 4.15 -0.78 0.21 0.40
H 3.15 -2.10 0.86 0.42
H 2.85 -1.74 -3.14 0.40
H 1.61 -0.46 -3.22 0.32
H 3.25 -0.06 -2.71 0.38
H -4.34 0.30 2.31 0.41
H -3.86 1.27 0.87 0.37
H -3.79 -0.52 0.80 0.35
H -2.85 1.46 4.03 0.41
H -1.05 1.28 4.13 0.32
H -1.77 2.56 3.09 0.33
S 2.24 1.33 4.85 -0.36
C 2.05 1.05 3.29 0.41
N 1.93 0.82 2.12 -0.72

---

| no. | molecular weight (g mol⁻¹) |
| --- | --- |
| 1 | 292.4 |
| 2 | 732.2 |
| 3 | 458.3 |
| 4 | 619.4 |
| 5 | 515.4 |
| 6 | 606.7 |